ORCA calculation (wB97M-V/def2-TZVPD) on a structure of composition C20H18CrN4S4.

Computed properties:
Total charge: -1
E_HOMO (spin up / spin down) in Eh: -0.1672 / -0.1677
Gap between HOMO and LUMO (spin up / spin down) in Ha: 0.2188 / 0.2463
Energy in eV: -98757.151
2S+1: 2

CARTESIAN COORDINATES (ANGSTROEM)
H -0.2743 2.5571 1.1902
C 0.0332 -1.2425 2.7730
H -1.0865 1.3871 3.2844
H 1.4684 1.7322 2.1746
H -1.2156 -0.5958 4.3968
C 4.7959 1.6903 -1.6206
H 1.2018 0.9290 3.7509
H -1.8038 2.9169 -1.3241
C -1.0904 0.8976 2.3080
C 2.7361 2.5084 -0.4972
H -0.9345 1.6065 -2.1477
C -2.7242 -0.6631 -0.6211
H -2.0294 2.5890 1.3913
S 2.1089 0.8788 -0.8270
H -5.8686 1.6002 -0.4077
C -1.1705 1.9383 1.2140
C 1.3301 0.7740 2.6740
C -0.6716 -1.4216 3.9528
C -0.6887 -2.6609 4.5760
C -3.7368 1.4856 -0.2203
C 0.7316 -3.5326 2.8409
H -4.0723 -2.2211 -1.1860
N 0.1278 0.0710 2.1283
C -4.9941 0.9655 -0.4807
H -0.0619 2.7020 -1.0513
S -1.3162 -1.7051 -0.6166
H -1.9542 0.2367 2.2478
H -1.2408 -2.7935 5.4981
C -0.9987 2.1824 -1.2267
H -3.6463 2.5359 0.0335
C -5.1186 -0.3718 -0.8406
C -3.9934 -1.1746 -0.9123
S 1.8781 3.7287 0.3122
N 5.4374 0.9099 -2.1802
N -1.2686 1.2477 -0.0953
C -2.6057 0.6818 -0.2957
C 4.0420 2.7016 -0.9395
C 4.7248 3.9402 -0.7189
H 2.2068 0.1597 2.4928
C 0.0163 -3.7169 4.0140
Cr 0.3355 -0.2402 0.0643
S 1.6790 -2.0319 0.7280
N 5.3219 4.9140 -0.5541
H 1.2842 -4.3505 2.3913
C 0.7538 -2.2935 2.1979
H 0.0025 -4.6912 4.4900
H -6.0951 -0.7852 -1.0660